# C3H11NO2S

2 unconnected molecules or ions with the total composition C3H11NO2S (wB97M-V/def2-TZVPD, the Open Molecules 2025 dataset).

Structure (XYZ):
```
18
Properties=species:S:1:pos:R:3:forces:R:3
C -0.554656 -0.421056 0.287766 -0.17 -1.32 -0.55
C -0.424433 -1.389635 -0.909899 0.47 1.13 0.07
S -0.875008 -0.570408 -2.485731 -0.17 -0.23 -0.04
N -0.521113 -1.253369 1.510668 0.45 0.82 -0.21
C -0.809094 -0.491643 2.699731 1.18 0.59 -0.45
O 0.054866 0.650343 2.975542 -0.27 0.03 -0.42
H 0.211100 0.350379 0.297946 0.07 0.19 -0.22
H -1.527510 0.039685 0.119821 -0.06 0.19 0.61
H -1.118784 -2.200515 -0.709505 -0.10 -0.08 -0.39
H 0.579029 -1.791643 -1.036184 0.01 -0.14 0.21
H 0.123939 0.329691 -2.586847 -0.05 -0.22 0.29
H 0.414293 -1.662078 1.533066 -0.28 -0.13 0.36
H -1.767621 -0.025764 2.490012 -0.34 -0.26 0.74
H -0.685212 -1.103120 3.588181 -0.79 -0.38 -0.05
H 0.942385 0.485179 2.646181 0.05 -0.17 0.04
H 1.520572 2.987697 -4.090732 -0.30 0.09 -0.09
H 2.690714 2.890687 -3.154919 -1.00 0.40 0.24
O 1.746535 3.175570 -3.175097 1.29 -0.53 -0.15
```
Positions in Å, forces in eV/Å.

Summary:
relative energy (zero: lowest compared OMol25 entry of this formula, charge and spin)	12.8	kcal per mole
net charge	0
2S+1	1
highest occupied orbital energy	-0.334	Eh
calculated total energy	-19708.96897	eV
HOMO-LUMO gap	9.621	eV
LUMO	0.52	eV
SMILES	OCNCCS.O